{"formula": "C31H60ClN2O8P", "method": "the ωB97M-V functional and the def2-TZVPD basis", "elements": ["C", "C", "C", "C", "P", "N", "Cl", "C", "C", "C", "C", "C", "C", "C", "C", "C", "C", "C", "C", "N", "C", "C", "C", "C", "C", "C", "C", "O", "O", "H", "H", "H", "H", "H", "H", "H", "H", "H", "H", "H", "H", "H", "H", "H", "H", "H", "H", "H", "H", "H", "H", "H", "H", "H", "H", "H", "H", "H", "H", "H", "H", "H", "H", "H", "H", "H", "H", "H", "H", "H", "H", "H", "H", "C", "C", "O", "C", "O", "O", "C", "H", "H", "H", "H", "H", "H", "H", "H", "C", "C", "O", "C", "O", "O", "C", "H", "H", "H", "H", "H", "H", "H", "H"], "positions_angstrom": [[-1.30, -1.49, -0.50], [-1.42, -3.02, -0.68], [-0.07, -3.73, -0.63], [0.78, -3.43, -1.88], [2.60, -3.39, -1.64], [2.75, -4.89, -2.68], [2.40, -1.70, -0.19], [3.71, -2.41, -2.75], [3.63, -0.88, -2.83], [2.26, -0.32, -3.28], [1.64, 0.73, -2.34], [0.99, 1.93, -3.06], [1.64, 3.26, -2.70], [2.93, 3.53, -3.50], [4.06, 4.20, -2.71], [4.24, 5.70, -2.96], [5.70, 6.18, -2.91], [6.06, 6.92, -1.62], [7.31, 7.77, -1.76], [8.51, 6.99, -2.02], [9.54, 7.42, -2.80], [10.53, 6.45, -2.82], [10.07, 5.39, -2.02], [8.82, 5.75, -1.53], [3.46, -4.36, -0.31], [2.61, -5.51, 0.27], [2.13, -5.23, 1.67], [1.04, -5.46, 2.04], [3.07, -4.76, 2.54], [-2.13, -1.12, 0.10], [-1.32, -0.98, -1.45], [-0.38, -1.26, 0.03], [-2.01, -3.42, 0.14], [-1.93, -3.27, -1.60], [0.43, -3.51, 0.31], [-0.28, -4.80, -0.63], [0.44, -2.50, -2.32], [0.59, -4.22, -2.59], [3.72, -5.16, -2.79], [2.38, -4.75, -3.61], [3.59, -2.80, -3.75], [4.72, -2.68, -2.45], [3.99, -0.39, -1.94], [4.34, -0.60, -3.61], [2.40, 0.17, -4.23], [1.56, -1.13, -3.47], [2.42, 1.10, -1.69], [0.90, 0.27, -1.69], [-0.07, 1.97, -2.81], [1.05, 1.81, -4.14], [1.83, 3.33, -1.63], [0.92, 4.05, -2.93], [2.68, 4.15, -4.36], [3.28, 2.58, -3.88], [3.91, 4.01, -1.64], [4.99, 3.70, -2.97], [3.84, 5.93, -3.95], [3.68, 6.26, -2.22], [5.89, 6.85, -3.75], [6.38, 5.33, -3.00], [6.20, 6.21, -0.81], [5.25, 7.58, -1.32], [7.19, 8.50, -2.55], [7.46, 8.33, -0.83], [9.55, 8.37, -3.31], [11.46, 6.51, -3.35], [10.59, 4.47, -1.81], [8.17, 5.19, -0.89], [3.77, -3.66, 0.44], [4.36, -4.76, -0.76], [1.76, -5.76, -0.35], [3.25, -6.39, 0.36], [3.17, -3.81, 2.43], [-7.43, -3.16, 1.64], [-7.06, -2.90, 3.09], [-6.37, -4.02, 3.66], [-5.07, -4.10, 3.37], [-4.45, -3.32, 2.69], [-4.58, -5.19, 3.95], [-3.19, -5.43, 3.66], [-7.98, -4.09, 1.55], [-8.04, -2.34, 1.26], [-6.53, -3.24, 1.03], [-7.96, -2.79, 3.70], [-6.47, -2.00, 3.20], [-2.59, -4.56, 3.88], [-3.07, -5.72, 2.62], [-2.89, -6.26, 4.30], [-11.90, 1.82, 7.16], [-11.73, 1.60, 5.67], [-10.75, 0.59, 5.40], [-11.19, -0.67, 5.51], [-12.31, -1.01, 5.79], [-10.17, -1.48, 5.25], [-10.48, -2.87, 5.36], [-10.94, 2.03, 7.63], [-12.57, 2.66, 7.34], [-12.33, 0.94, 7.63], [-11.34, 2.50, 5.19], [-12.67, 1.35, 5.19], [-11.35, -3.13, 4.76], [-10.65, -3.14, 6.40], [-9.61, -3.41, 4.98]], "energy_ha": -2730.1991, "orbital_gap_ev": 8.677}

{"formula": "C31H61HgN4O5Ti2", "method": "the ωB97M-V functional and the def2-TZVPD basis", "elements": ["Ti", "Ti", "Hg", "C", "C", "C", "C", "N", "C", "C", "C", "C", "C", "C", "C", "H", "H", "H", "H", "H", "H", "H", "H", "H", "H", "H", "H", "H", "H", "H", "H", "H", "H", "H", "H", "H", "H", "H", "H", "O", "C", "C", "O", "H", "H", "H", "H", "N", "C", "C", "C", "C", "H", "H", "H", "H", "H", "N", "C", "C", "C", "C", "H", "H", "H", "H", "H", "N", "C", "C", "C", "C", "H", "H", "H", "H", "H", "C", "C", "O", "H", "H", "H", "H", "H", "H", "C", "C", "O", "H", "H", "H", "H", "H", "H", "C", "C", "O", "H", "H", "H", "H", "H", "H"], "positions_angstrom": [[3.89, -2.92, 1.91], [2.31, -1.98, -3.85], [3.48, -0.74, -0.76], [-0.66, 7.68, -3.81], [-0.46, 6.64, -2.72], [-1.52, 5.53, -2.76], [-1.47, 4.75, -1.46], [-2.23, 3.44, -1.47], [-2.00, 2.78, -0.11], [-0.91, 1.77, -0.33], [-1.15, 1.24, -1.73], [-1.58, 2.49, -2.48], [-3.67, 3.62, -1.81], [-4.48, 4.42, -0.82], [-5.97, 4.27, -1.10], [0.08, 8.48, -3.80], [-1.65, 8.12, -3.75], [-0.53, 7.21, -4.79], [-0.42, 7.13, -1.73], [0.55, 6.20, -2.75], [-1.25, 4.91, -3.62], [-2.50, 5.94, -3.00], [-1.89, 5.37, -0.66], [-0.45, 4.52, -1.18], [-2.94, 2.27, 0.11], [-1.76, 3.51, 0.65], [-0.96, 0.96, 0.40], [0.09, 2.20, -0.24], [-1.90, 0.45, -1.80], [-0.24, 0.86, -2.22], [-2.28, 2.35, -3.30], [-0.71, 3.01, -2.89], [-4.09, 2.62, -2.00], [-3.72, 4.04, -2.82], [-4.18, 5.47, -0.97], [-4.23, 4.23, 0.23], [-6.57, 4.97, -0.52], [-6.30, 3.27, -0.82], [-6.16, 4.43, -2.16], [1.42, -1.51, -1.65], [0.85, -2.20, -0.57], [1.05, -1.67, 0.87], [2.38, -1.35, 1.27], [1.18, -3.25, -0.61], [-0.24, -2.25, -0.67], [0.65, -2.44, 1.53], [0.45, -0.76, 0.98], [-0.74, 0.52, 4.51], [-1.85, 0.69, 5.30], [-2.95, 0.82, 4.51], [-2.49, 0.76, 3.16], [-1.13, 0.69, 3.20], [0.22, 0.50, 4.81], [-1.77, 0.84, 6.36], [-3.97, 0.92, 4.84], [-3.08, 0.88, 2.26], [-0.43, 0.73, 2.39], [4.63, -5.77, 2.11], [3.33, -5.76, 2.54], [2.55, -5.24, 1.52], [3.42, -4.97, 0.42], [4.69, -5.32, 0.82], [5.41, -6.10, 2.66], [3.11, -6.08, 3.54], [1.48, -5.16, 1.48], [3.19, -4.59, -0.56], [5.63, -5.24, 0.30], [2.51, 0.69, 3.54], [1.87, 1.91, 3.45], [1.94, 2.50, 4.68], [2.62, 1.61, 5.55], [2.88, 0.47, 4.84], [2.52, 0.05, 2.76], [1.45, 2.18, 2.50], [1.63, 3.51, 4.89], [2.90, 1.82, 6.57], [3.39, -0.44, 5.12], [0.56, -2.71, 5.10], [1.75, -3.51, 4.63], [2.54, -2.72, 3.70], [0.85, -1.80, 5.64], [-0.03, -3.27, 5.82], [-0.08, -2.37, 4.27], [1.35, -4.39, 4.11], [2.37, -3.88, 5.44], [1.93, -2.32, 3.06], [-1.91, -2.27, -5.23], [-0.95, -2.56, -4.12], [-0.20, -1.36, -3.83], [-2.64, -1.50, -4.97], [-2.49, -3.15, -5.50], [-1.44, -1.94, -6.16], [-0.29, -3.40, -4.37], [-1.56, -2.85, -3.26], [0.15, -1.44, -2.92], [1.86, -6.39, -4.01], [2.31, -5.02, -3.53], [2.39, -4.09, -4.64], [1.27, -6.36, -4.93], [1.25, -6.91, -3.26], [2.69, -7.08, -4.17], [3.31, -5.16, -3.10], [1.61, -4.61, -2.80], [3.10, -4.43, -5.20]], "multiplicity": 7, "total_charge": 3, "energy_ha": -3664.3111, "orbital_gap_ev": [4.735, 3.757]}